# 1
DFT (wB97M-V/def2-TZVPD) results for an isolated molecule of C5H8O2.

Last column: Mulliken charge in e.
Positions of all 15 atoms, in Å:
O -1.0620 -0.2372 1.5245  -0.576
H 0.8037 2.6448 -0.6708  0.425
H 0.5080 -2.2377 0.3588  0.414
C 0.5474 1.6000 -0.5214  -0.093
C -0.7352 0.9079 -0.6438  -0.680
O 0.2200 0.8610 -1.6970  -0.450
H -1.3207 -1.1621 1.5083  0.349
C 1.0544 0.6029 0.5195  -1.145
H 1.9562 0.0483 0.2481  0.293
H 1.1657 1.0438 1.5170  0.311
H -1.7311 1.2823 -0.8674  0.442
H 0.2677 -1.4965 -1.2382  0.399
C -0.1531 -1.5969 -0.2415  -1.745
C -0.2869 -0.1889 0.3528  1.597
H -1.1118 -2.1347 -0.3393  0.459

Output
* SMILES: C[C@@]1(O)C[C@H]2O[C@H]21
* total energy: -345.71587 hartree
* spin multiplicity: 1

# 2
DFT (wB97M-V/def2-TZVPD) results for a structure of composition C48H36I4N9OOsSi.

Last column: Mulliken charge in e.
Positions of all 100 atoms, in Å:
C 2.8394 1.1248 -0.9840  0.672
N 1.2326 -0.0737 3.4165  1.159
H -3.8248 2.9091 -1.1679  0.244
C 5.0913 -3.0436 -1.7175  -0.195
N 0.5644 -2.4538 -0.8263  -0.038
H -1.7356 3.6863 -0.2294  0.275
H 5.0176 5.5850 0.2617  0.405
C -2.9780 -6.8217 -1.5648  -0.722
C 4.6229 5.1098 -0.6233  -0.645
C 4.5325 4.9218 -3.0212  -0.725
H 1.6146 0.2745 5.3188  0.292
H -0.6450 -2.1820 2.1693  0.574
H 2.6551 1.0540 4.2106  0.266
N 0.0508 1.4156 -1.9545  -0.190
C -1.0898 1.9252 -2.4996  0.453
H -4.3901 -2.7708 -2.0282  0.635
H 2.3779 -5.1601 -0.2108  0.694
C 3.7290 4.0618 -0.5092  -0.262
C -1.8543 1.7098 3.1848  -1.267
C 3.0160 -2.4021 -0.5802  0.769
I -5.2814 -8.5758 -0.6021  0.121
C 1.5976 -4.4510 -0.3996  -1.381
H -1.5816 3.8771 -3.4484  0.525
H 5.3199 -0.8439 -0.0826  0.698
C -4.1545 2.8834 -2.1933  0.446
C 5.0116 5.5451 -1.8805  -0.157
C -5.2412 3.6376 -2.5943  -0.863
H -2.5715 2.3511 3.6763  0.438
H 3.4176 3.7246 0.4675  0.611
H -4.0902 0.1436 1.6445  0.310
I 8.3410 -5.8576 -1.0435  0.119
C 0.2632 -4.6893 -0.4583  -1.471
C -3.6654 -1.9829 -2.0019  -1.569
H -0.8565 2.0798 3.3819  0.263
C -2.5842 -4.5061 -0.9902  -0.269
H 3.9809 -4.2592 1.2363  0.631
N 0.8542 -0.8216 1.5124  0.631
C 3.1712 -1.0132 -0.6300  0.417
C 4.2110 0.9736 -0.5937  -1.447
H -5.4023 -5.6615 0.4893  0.405
C -2.0136 3.5639 0.8116  -1.131
C 1.0019 2.3941 -2.0357  0.920
H -0.2360 -5.6228 -0.2926  0.703
H -1.9399 0.7051 3.5773  0.346
H 4.9352 1.7617 -0.5076  0.585
I -7.2814 4.7750 -4.5506  0.113
C 2.2988 2.2953 -1.5282  0.849
C -3.8959 2.0378 -4.4237  -0.095
C 1.7799 -3.0496 -0.6145  0.784
C -4.1197 -6.8156 -0.7797  -0.267
H -2.9375 4.1021 0.9932  0.433
H 4.8250 -2.3306 -2.4833  0.527
N 1.7257 0.6996 4.4059  -0.575
H 0.9798 4.4559 -2.8912  0.614
C -0.8492 3.2619 -2.9607  -1.133
C 0.0682 -1.4205 2.4041  -0.519
H -1.3628 -5.6624 -2.3235  0.674
C -3.4734 2.0757 -3.0993  -0.843
N 1.5901 0.0313 2.1713  -0.781
C -4.5055 -5.6654 -0.1084  -0.626
H 4.8601 5.2437 -3.9957  0.404
O -1.1444 0.7716 0.5552  -0.322
N 2.2129 -0.0900 -0.9353  -0.058
C -2.5600 -0.0477 -2.2387  0.844
C -3.7380 -4.5207 -0.2083  -0.528
H 6.0553 -5.5601 1.0328  0.396
C -0.3742 -3.4465 -0.7812  0.248
C -5.6428 3.6004 -3.9190  -0.227
Os 0.2041 -0.4205 -1.0100  1.518
H -4.6871 -0.2423 -2.8571  0.568
N -1.6665 -0.9167 -1.6806  -0.053
C 5.7784 -4.8616 0.2581  -0.803
C -2.3166 -2.1097 -1.5287  0.665
I 6.3419 7.1834 -2.0606  0.119
N 0.2974 -0.9645 3.6254  -1.025
H -2.6694 -7.7165 -2.0848  0.409
H -1.2369 4.0191 1.4154  0.375
C 6.5770 -4.7096 -0.8628  -0.131
C -3.8188 -0.7048 -2.4288  -1.214
C 3.2149 3.4450 -1.6469  -0.525
Si -2.1766 1.7028 1.2636  0.168
H -4.0270 -3.6378 0.3403  0.651
H -5.2937 2.7775 -5.8625  0.431
C -4.9711 2.8073 -4.8346  -0.640
H -5.7754 4.2373 -1.8734  0.463
H 3.2761 3.3801 -3.7858  0.569
C -2.2275 -5.6673 -1.6772  -0.541
C 4.2568 -3.2042 -0.6098  -0.291
C -2.3209 1.2766 -2.6051  0.240
H 6.8430 -3.7113 -2.7408  0.407
C -1.7379 -3.3026 -1.0803  1.253
C 6.2319 -3.8090 -1.8578  -0.763
H -3.3814 1.4115 -5.1373  0.563
C 3.6346 3.8784 -2.9002  -0.238
C -3.9926 1.0826 1.1106  -1.025
H -4.2718 0.9061 0.0765  0.246
C 4.6117 -4.1260 0.3695  -0.278
H -4.6953 1.7899 1.5381  0.428
C 4.4174 -0.3532 -0.3914  -1.349
C 0.4453 3.5520 -2.6753  -1.382

Output
* charge: +1
* total energy: -3989.45680 hartree
* spin multiplicity: 1

What did the first record say?
DFT (wB97M-V/def2-TZVPD) results for an isolated molecule of C5H8O2.

Last column: Mulliken charge in e.
Positions of all 15 atoms, in Å:
O -1.0620 -0.2372 1.5245  -0.576
H 0.8037 2.6448 -0.6708  0.425
H 0.5080 -2.2377 0.3588  0.414
C 0.5474 1.6000 -0.5214  -0.093
C -0.7352 0.9079 -0.6438  -0.680
O 0.2200 0.8610 -1.6970  -0.450
H -1.3207 -1.1621 1.5083  0.349
C 1.0544 0.6029 0.5195  -1.145
H 1.9562 0.0483 0.2481  0.293
H 1.1657 1.0438 1.5170  0.311
H -1.7311 1.2823 -0.8674  0.442
H 0.2677 -1.4965 -1.2382  0.399
C -0.1531 -1.5969 -0.2415  -1.745
C -0.2869 -0.1889 0.3528  1.597
H -1.1118 -2.1347 -0.3393  0.459

Output
* SMILES: C[C@@]1(O)C[C@H]2O[C@H]21
* total energy: -345.71587 hartree
* spin multiplicity: 1

Copy entry 1 word for word.
DFT (wB97M-V/def2-TZVPD) results for an isolated molecule of C5H8O2.

Last column: Mulliken charge in e.
Positions of all 15 atoms, in Å:
O -1.0620 -0.2372 1.5245  -0.576
H 0.8037 2.6448 -0.6708  0.425
H 0.5080 -2.2377 0.3588  0.414
C 0.5474 1.6000 -0.5214  -0.093
C -0.7352 0.9079 -0.6438  -0.680
O 0.2200 0.8610 -1.6970  -0.450
H -1.3207 -1.1621 1.5083  0.349
C 1.0544 0.6029 0.5195  -1.145
H 1.9562 0.0483 0.2481  0.293
H 1.1657 1.0438 1.5170  0.311
H -1.7311 1.2823 -0.8674  0.442
H 0.2677 -1.4965 -1.2382  0.399
C -0.1531 -1.5969 -0.2415  -1.745
C -0.2869 -0.1889 0.3528  1.597
H -1.1118 -2.1347 -0.3393  0.459

Output
* SMILES: C[C@@]1(O)C[C@H]2O[C@H]21
* total energy: -345.71587 hartree
* spin multiplicity: 1